Molecular formula: C29H64N7O31
Method: DFT, wB97M-V/def2-TZVPD

The geometry in XYZ format:
```
131
Properties=species:S:1:pos:R:3:forces:R:3
C 0.2457 2.8810 -3.2836 0.24 -1.81 0.17
C 0.8144 3.3108 -4.5994 -3.27 3.78 -2.34
O 0.0657 3.7396 -5.5032 3.36 -1.96 2.47
N 2.3289 3.6684 -4.7587 -0.41 -0.16 0.68
H 2.8537 3.1222 -4.0906 0.41 -0.76 0.93
H 2.6136 3.3842 -5.6852 -0.02 -0.66 -0.31
C 2.6699 5.1333 -4.6734 -1.87 0.66 -1.00
H 0.5538 1.8506 -3.1066 0.87 0.11 0.34
H -0.8261 2.6861 -3.3196 -0.14 0.98 -0.64
H 0.4935 3.4846 -2.4105 0.43 0.08 -0.25
H 3.7051 5.4351 -4.5136 -0.06 -0.89 0.21
H 1.9884 5.6418 -3.9914 0.33 -0.27 0.35
H 2.3391 5.4526 -5.6617 0.30 0.56 0.04
C -5.2568 5.4244 0.6949 0.88 0.32 0.42
C -4.2367 4.5255 -0.0065 1.34 0.65 -3.27
O -3.6435 4.8036 -1.0471 -1.79 -0.64 3.05
N -3.8427 3.1847 0.5832 -0.18 1.20 1.79
H -4.5937 2.7939 1.1340 -0.34 0.41 0.73
H -3.7560 2.4472 -0.1014 0.51 -0.53 -1.69
C -2.5241 3.2682 1.4435 -0.27 0.45 -1.44
H -4.7633 5.8941 1.5457 0.32 -0.46 0.50
H -6.1836 4.9964 1.0768 0.20 -0.40 -0.28
H -5.4570 6.3418 0.1413 -0.09 -0.56 -0.76
H -2.4372 4.2622 1.8821 -0.26 -0.24 0.69
H -1.7415 3.2878 0.6851 0.13 -0.49 0.27
H -2.5198 2.3843 2.0814 0.34 0.45 0.07
C 5.6527 -0.9158 0.6140 -0.79 1.88 0.40
C 5.9186 0.5699 1.0988 -0.14 -1.84 0.34
O 6.5551 0.7864 2.0903 -0.64 0.72 -1.22
N 5.2705 1.7133 0.2715 2.66 -2.77 0.00
H 4.4392 1.3816 -0.1965 -0.70 -0.12 -0.53
H 5.0765 2.4569 0.9270 -0.02 1.90 0.61
C 6.3139 2.1164 -0.7816 -1.42 0.07 0.96
H 4.6471 -0.9401 0.1941 0.20 -0.17 -0.44
H 5.6196 -1.5329 1.5119 0.40 0.09 -0.08
H 6.3826 -1.2899 -0.1038 -0.13 0.14 0.04
H 6.7433 1.2189 -1.2270 -0.10 0.05 0.10
H 7.0396 2.7210 -0.2375 -0.10 0.08 -0.35
H 5.6956 2.6480 -1.5049 0.51 0.21 -0.08
C 0.7547 1.1142 0.2992 -0.21 2.64 0.17
C 1.0907 -0.2539 0.2197 3.84 -1.76 0.71
O 2.1676 -0.6775 0.6161 -2.94 -0.20 -1.11
N 0.0672 -1.1545 -0.4131 1.59 0.62 -1.35
H -0.0110 -1.8766 0.2886 -0.22 -1.61 -0.01
H -0.8182 -0.6686 -0.4076 -0.54 0.51 0.28
C 0.3161 -1.5615 -1.9233 -1.35 -0.98 1.27
H 0.9150 1.5972 -0.6646 -0.19 -0.07 -0.45
H 1.5434 1.5801 0.8900 -0.38 0.24 0.41
H -0.2519 1.3167 0.6649 0.16 0.02 0.06
H 0.8947 -2.4832 -1.9868 0.43 0.49 0.21
H 0.6332 -0.7648 -2.5961 0.46 0.12 0.73
H -0.7190 -1.7874 -2.1795 0.27 -0.18 -0.39
C -3.1608 -3.0098 -4.1718 -0.27 -0.47 0.44
C -3.4525 -3.5240 -2.7947 2.89 3.65 0.90
O -2.8721 -3.0661 -1.8277 -2.54 -2.43 -1.46
N -4.5543 -4.5264 -2.8060 -0.25 -0.42 3.17
H -5.3556 -4.1628 -3.3017 0.08 -0.11 -0.94
H -4.0911 -5.3109 -3.2421 -0.46 -0.81 -0.50
C -5.1067 -4.8460 -1.4041 0.50 0.06 0.01
H -2.1642 -3.3449 -4.4590 0.07 0.03 -0.16
H -3.1291 -1.9282 -4.0405 0.01 -0.05 -0.44
H -3.9213 -3.3572 -4.8712 0.24 0.31 -0.33
H -4.2925 -4.9790 -0.6918 0.16 0.12 -0.27
H -5.7053 -5.7569 -1.4102 -0.05 0.25 -0.34
H -5.6761 -3.9600 -1.1233 -0.07 -0.26 0.07
C -5.5215 -1.2727 0.2396 -0.07 0.68 0.47
C -4.8838 -1.9199 1.4301 0.63 0.53 -0.81
O -5.2012 -2.9844 1.8310 0.22 -0.25 0.75
N -3.7325 -1.1419 2.0268 -1.67 0.43 1.84
H -2.8826 -1.4455 1.5734 1.91 -1.32 0.45
H -3.7404 -0.1889 1.6924 -0.20 0.57 -0.46
C -3.7259 -1.0047 3.6255 0.00 -0.70 -1.85
H -4.9124 -1.3168 -0.6632 0.06 -0.49 -0.01
H -5.5842 -0.1932 0.3772 -0.30 0.06 0.10
H -6.5097 -1.7274 0.1707 0.11 0.16 -0.45
H -2.7173 -0.6786 3.8793 -0.16 0.16 0.04
H -3.9785 -1.9698 4.0647 0.22 0.07 -0.28
H -4.5211 -0.2814 3.8061 0.32 0.07 0.19
C 0.0992 -3.0555 5.7215 1.28 -1.38 0.50
C 1.2168 -3.9025 5.1231 -0.81 -2.19 -0.76
O 1.2182 -5.1225 5.0342 0.70 3.49 0.46
N 2.2523 -3.0228 4.3556 -1.37 -3.41 -0.39
H 1.7439 -2.1560 4.2539 -0.05 2.09 -0.14
H 3.1561 -2.8907 4.7866 0.21 -0.01 0.22
C 2.2960 -3.6589 2.9659 0.41 1.62 -0.92
H -0.5037 -3.7776 6.2721 -0.23 0.24 -0.08
H -0.4742 -2.5363 4.9535 0.30 0.19 0.13
H 0.6218 -2.4098 6.4272 -0.47 0.61 -0.11
H 2.7314 -4.6503 2.8414 -0.22 0.12 0.63
H 2.8551 -2.9459 2.3601 0.21 -0.14 -0.08
H 1.2801 -3.5652 2.5820 -0.01 -0.56 0.05
O 2.7647 1.0860 -3.8146 -1.44 0.75 -1.97
C 3.2835 1.1309 -2.6103 0.70 2.05 4.07
O 3.2494 2.1655 -1.8928 -0.98 3.05 -1.66
O 3.7372 0.1466 -2.1175 1.54 -4.82 0.57
H 2.6244 0.1398 -3.8952 0.23 -1.09 -1.42
O -2.2053 -3.7587 3.5085 -1.09 0.97 1.45
C -1.4292 -3.6035 2.4587 3.84 -1.22 -5.16
O -1.1566 -2.4857 1.8994 -1.74 0.89 1.25
O -0.9217 -4.6728 1.9889 -1.10 0.92 1.30
H -1.9742 -4.6856 3.6027 -0.51 -1.01 0.76
O -0.5448 0.5920 3.3412 -0.70 -1.85 -1.16
C 0.4943 0.5008 4.1926 1.54 5.70 4.25
O 0.6729 1.4745 4.9094 -0.47 1.21 0.42
O 1.2246 -0.4742 4.2543 0.92 -4.79 -1.42
H -0.2941 -0.3140 3.1464 -1.56 -1.52 -2.30
O -2.3419 -0.1335 -2.2474 -0.25 -0.19 -0.19
C -2.9065 0.5272 -1.2163 0.93 -0.32 1.10
O -2.4715 0.4931 -0.0943 3.59 -1.91 3.79
O -3.9092 1.1538 -1.3914 -5.14 2.64 -3.05
H -3.0925 0.0244 -2.8247 0.19 -0.07 -1.36
O 1.1086 -1.9437 -6.9081 -2.93 -0.86 -2.09
C 1.9607 -1.5734 -6.0110 7.47 3.28 0.52
O 2.9631 -0.8566 -6.3528 -1.85 0.02 -0.88
O 1.9034 -2.0221 -4.8766 -2.38 -1.28 2.99
H 0.5541 -2.4437 -6.3047 -0.80 -0.68 -0.36
O 3.4074 3.2756 1.9337 -0.33 -2.84 -0.96
C 4.2833 4.2654 2.0604 -0.96 3.78 0.38
O 3.7746 5.2771 2.5635 0.25 0.81 0.73
O 5.3971 4.1847 1.5486 2.21 -1.89 -0.94
H 2.5936 3.7476 2.1251 -0.97 -0.36 0.58
O 2.5663 -3.4884 -0.5547 -5.83 3.01 -0.14
C 3.5641 -4.2404 -0.5682 4.47 -8.51 3.20
O 3.4786 -5.4069 -0.0974 -0.35 0.00 -0.25
O 4.6097 -3.6785 -0.9311 1.96 0.92 -1.09
H 3.2480 -2.9479 -0.9607 -0.35 4.61 -1.44
O 0.8133 3.4756 2.8737 0.49 -0.87 -3.06
C 0.3006 4.6836 3.2005 -0.80 -0.04 3.92
O 0.0014 4.7270 4.3974 -0.86 -0.28 2.54
O 0.1120 5.6127 2.4660 -0.14 1.62 -4.59
H 0.6291 2.9182 3.6333 0.27 -0.28 0.95
```
Positions in Å, forces in eV/Å.

E_LUMO = -0.053 Ha
Total charge = -1
Energy relative to the best compared isomer or geometry (same formula, charge and spin) = 36.3 kcal/mol

Mulliken atomic charge list, values in e, 2 entries: C 0.13; C 0.06

=====

Molecular formula: C29H65BrN5O
Method: DFT, wB97M-V/def2-TZVPD

The geometry in XYZ format:
```
101
Properties=species:S:1:pos:R:3:forces:R:3
C 3.1957 1.4973 -2.2692 -2.26 -1.44 0.43
C 4.3827 2.3127 -2.1464 1.41 1.45 -0.69
N 5.4806 1.5862 -1.5285 -0.11 -2.16 3.58
C 6.5171 1.0543 -2.2189 1.47 -1.88 3.45
C 7.2422 0.2578 -1.2400 -0.31 0.87 -2.06
N 6.6337 0.2911 -0.0254 -3.52 2.23 -1.50
C 5.4612 1.0585 -0.1772 2.73 0.11 -2.96
C 6.9669 -0.4401 1.1953 -0.48 -0.38 1.14
H 3.0774 0.9518 -1.3330 -0.61 0.02 0.12
H 3.1730 0.7327 -3.0458 0.49 0.14 -0.16
H 2.3350 2.1379 -2.4615 -0.13 -0.09 0.15
H 4.2160 3.2371 -1.5934 0.01 -0.09 0.11
H 4.6752 2.5992 -3.1566 0.55 0.22 0.17
H 6.6322 1.2186 -3.2801 0.33 -0.02 0.19
H 8.1294 -0.3478 -1.3510 0.01 0.21 -0.25
H 4.7070 1.1909 0.5845 0.18 0.29 -0.18
H 6.2668 -0.2176 2.0006 -0.34 0.59 -0.33
H 7.9195 -0.1765 1.6549 0.25 -0.10 -0.76
H 6.8085 -1.5133 1.0889 0.61 0.03 -0.53
C -1.8397 -6.6167 1.8877 -1.10 -0.05 0.61
C -1.5138 -5.5430 2.9295 -0.66 -0.36 -0.25
C -0.3797 -4.6683 2.4142 0.64 -0.21 1.44
C -0.0126 -3.5780 3.4293 -0.28 0.67 -0.34
N 1.0150 -2.5538 2.9478 0.88 1.23 -0.31
C 0.5100 -1.6273 1.7778 -0.19 0.58 0.73
C 1.6185 -1.4899 0.7467 -0.78 -1.07 -0.35
C 2.7985 -2.0626 1.4370 2.14 0.52 0.35
C 2.2799 -3.1267 2.3610 0.21 -0.92 0.34
C 1.4343 -1.6220 4.0926 -0.16 0.23 0.35
H -1.9183 -6.1947 0.8858 0.46 -0.17 -0.13
H -2.8552 -6.9489 2.1033 -0.05 -0.23 -0.02
H -1.2252 -7.5130 1.9719 0.29 0.28 -0.39
H -1.2858 -6.0563 3.8636 0.47 0.16 0.07
H -2.4290 -5.0043 3.1746 0.07 0.47 -0.26
H -0.5963 -4.3172 1.4053 0.02 0.23 0.03
H 0.4487 -5.3764 2.3947 0.31 0.11 -0.58
H 0.3712 -3.9961 4.3599 0.17 -0.12 -0.14
H -0.8613 -2.9480 3.6951 -0.30 -0.02 -0.05
H 0.4301 -0.6289 2.2077 -0.79 -0.36 0.32
H -0.4512 -1.9536 1.3806 0.09 -0.06 0.46
H 1.6761 -0.4510 0.4219 0.24 -0.17 -0.14
H 1.4721 -2.1718 -0.0910 -0.47 0.38 -0.37
H 3.3467 -1.3396 2.0410 -0.21 0.33 0.22
H 3.5818 -2.3792 0.7483 -0.21 -0.56 -0.08
H 3.0160 -3.3500 3.1333 -0.29 -0.01 0.23
H 2.0350 -4.0823 1.8975 -0.06 0.25 -0.32
H 2.1188 -0.8490 3.7433 -0.27 -0.08 -0.44
H 1.9902 -2.0889 4.9057 -0.23 -0.84 -0.31
H 0.5764 -1.1330 4.5540 -0.31 -0.16 -0.41
C -1.2909 7.3568 -4.7721 1.15 1.28 -1.33
C -1.7859 6.7910 -3.5239 -2.54 -1.00 1.42
C -0.8724 5.8318 -2.8204 1.13 0.15 0.89
C -1.3573 5.3663 -1.4375 -0.11 -1.41 0.20
N -0.6217 4.1013 -0.8801 1.99 -0.29 -0.44
C -1.0221 3.6802 0.5468 -0.39 2.54 -0.28
C -0.8852 2.2182 0.7626 0.36 -0.81 -0.94
C -0.4179 1.6409 -0.6231 -0.33 1.37 0.31
C -0.7781 2.7829 -1.6981 1.46 0.46 1.53
C 0.9301 4.4998 -0.8601 -1.50 -0.74 0.66
H -0.2012 7.3792 -4.7672 0.18 -0.24 -0.38
H -1.5415 8.4169 -4.8113 -0.27 -0.08 -0.33
H -1.6828 6.8606 -5.6600 0.29 0.05 0.01
H -2.7128 6.2585 -3.7372 -0.32 -0.03 0.07
H -2.0995 7.5912 -2.8534 0.21 -0.03 0.33
H 0.0113 6.4482 -2.6551 0.50 -0.31 0.13
H -0.5620 5.0045 -3.4586 -0.23 -0.14 -0.11
H -2.3927 5.0281 -1.3972 -0.20 0.40 -0.25
H -1.1886 6.1399 -0.6884 -0.18 -0.06 0.03
H -0.4018 4.3209 1.1736 -0.22 -0.19 0.32
H -2.0635 3.9657 0.6951 0.06 0.34 -0.19
H -0.1204 2.0455 1.5198 -0.28 -0.35 0.06
H -1.8478 1.8148 1.0770 0.27 -0.21 0.19
H 0.6596 1.5389 -0.4940 0.11 0.08 -0.70
H -0.7950 0.6315 -0.7872 -0.28 0.31 -0.43
H 0.0331 2.9624 -2.4036 -0.59 -0.88 -0.65
H -1.7760 2.7715 -2.1365 0.17 -0.22 0.05
H 1.4128 4.5819 -1.8339 -0.74 0.18 -0.20
H 1.4683 3.7146 -0.3293 -0.20 0.10 0.27
H 0.9500 5.4430 -0.3140 0.27 -0.14 -0.09
C -4.5744 -0.4272 -0.0895 1.30 -0.59 -0.56
N -4.6460 -1.9761 -0.2511 -0.20 0.77 1.00
C -5.6102 -2.3686 0.8688 -0.94 -0.87 -1.03
C -5.3407 -2.2601 -1.5970 -0.30 -0.65 0.87
C -3.2573 -2.6930 -0.0920 -0.03 0.86 -0.81
C -3.1666 -4.0166 -0.8455 1.04 0.69 0.01
O -4.0356 -4.8969 -0.2592 -1.32 -0.81 0.43
H -5.5326 0.0886 -0.1523 -0.23 -0.73 -0.27
H -3.9206 -0.1073 -0.9009 -0.10 0.24 -0.04
H -4.1352 -0.1299 0.8627 0.20 -0.61 0.20
H -6.5638 -2.0052 0.4857 -0.11 0.23 0.47
H -5.3976 -1.9688 1.8603 0.59 0.20 -0.36
H -5.7351 -3.4510 0.8963 0.46 0.03 0.04
H -4.7395 -2.1369 -2.4978 0.28 0.58 0.46
H -6.2532 -1.6640 -1.5893 0.32 0.23 -0.25
H -5.6834 -3.2946 -1.6207 0.21 -0.08 0.35
H -2.9324 -2.7887 0.9441 -1.09 -0.15 0.43
H -2.4925 -1.9934 -0.4291 -0.19 0.14 -0.70
H -2.1587 -4.4178 -0.7397 0.58 0.40 0.22
H -3.2757 -3.9461 -1.9278 -0.43 0.38 -0.16
H -3.9760 -5.7419 -0.7110 -0.17 -0.27 0.05
Br -2.7921 -0.7510 3.4353 0.38 -0.16 -0.70
```
Positions in Å, forces in eV/Å.

E_LUMO = -0.267 Ha
Total charge = +3

Mulliken atomic charge list, values in e, 2 entries: C -0.08; C -0.57

=====

Number 1: HOMO-LUMO gap 1.74 eV, HOMO level -3.2 eV. Number 2: HOMO-LUMO gap 6.27 eV, HOMO level -13.5 eV.